(1)
Here is a molecular structure, C19H33BeCl2N4O4 from the Open Molecules 2025 dataset. Energies are from wB97M-V/def2-TZVPD.

## Properties
HOMO-LUMO gap   6.997 eV
ΔE to the lowest compared entry with this formula, charge and spin   0.000 eV

Structure (ORCA input):
```
! RIJCOSX wB97M-V def2-TZVPD def2/J DEFGRID3
* xyz -1 1
Cl 0.7481 2.5864 1.5955
Cl -2.2210 1.3530 1.9756
O 2.3468 -1.3735 0.3953
O -0.0123 0.4657 -0.2767
O -1.5646 -2.8970 0.9471
O 0.2699 -0.2472 2.2831
N 0.2025 -0.1455 4.5835
N 0.0066 -4.3817 0.2116
N 3.0706 0.7182 -0.2600
N -1.2845 -1.4622 3.4073
C 0.3834 3.9371 -3.9585
C -0.2838 2.8326 -4.4992
C 3.3147 1.6112 -1.3771
C 1.3226 0.7516 4.7534
C -2.2533 0.5432 -1.0842
C 1.2316 -4.6241 -0.5341
C -4.3508 1.8842 -0.6399
C -2.8839 1.7018 -0.8366
C 3.6451 1.0830 1.0167
C -0.2429 -0.6079 3.3883
C -2.8446 -0.8110 -0.9739
C 0.2502 2.9221 -1.7624
C -0.7356 0.5811 -1.4263
C 2.4210 -0.4577 -0.4300
C -0.7680 -5.5454 0.6197
C -0.6197 1.7554 -3.6791
C -0.3386 1.7872 -2.3056
C -0.4598 -3.1344 0.4179
C 0.6527 3.9775 -2.5863
Be -0.3888 0.9028 1.2563
H 4.3902 1.6321 -1.6097
H 3.6103 0.2163 1.6849
H 1.0702 1.4863 5.5245
H 0.6868 4.7671 -4.5988
H 1.5352 1.2706 3.8108
H -4.5167 2.6040 0.1697
H -1.5549 -1.8992 2.5235
H -1.1274 0.8790 -4.0879
H -3.9304 -0.7505 -1.0739
H 1.9606 -0.5321 -1.4432
H -0.3816 -0.3270 5.3936
H -0.5336 2.8079 -5.5600
H -1.1849 -6.0656 -0.2531
H 0.4067 2.9562 -0.6794
H -2.4528 -1.4478 -1.7749
H -2.2909 2.6133 -0.7337
H -4.8033 2.3051 -1.5503
H 4.6767 1.4302 0.8618
H -1.5798 -5.2342 1.2803
H 1.1718 4.8283 -2.1403
H -2.5920 -1.3125 -0.0266
H 2.7669 1.2514 -2.2546
H 1.8580 -5.3444 0.0068
H 2.2086 0.1995 5.0928
H 3.0575 1.9083 1.4576
H 2.9982 2.6335 -1.1337
H 0.2371 -2.3369 0.0915
H -0.5541 -0.3157 -2.0544
H 1.7732 -3.6793 -0.6461
H -0.1144 -6.2567 1.1372
H 1.0108 -5.0497 -1.5262
H -4.8642 0.9476 -0.3911
H -1.5518 -1.8913 4.2813
*
```



(2)
Here is a molecular structure, C19H33BiCl2N4O4 from the Open Molecules 2025 dataset. Energies are from wB97M-V/def2-TZVPD.

## Properties
HOMO-LUMO gap (spin up / spin down)   4.699 / 6.593 eV
ΔE to the lowest compared entry with this formula, charge and spin   0.000 eV

Structure (ORCA input):
```
! RIJCOSX wB97M-V def2-TZVPD def2/J DEFGRID3
* xyz 0 1
Bi 0.1539 -0.2446 0.1599
Cl -1.3602 -1.6581 -1.5678
Cl 1.5127 2.2623 0.5153
O -0.4913 -2.4221 1.4499
O -0.0886 1.0691 -1.6128
O 2.2544 -1.3256 -0.0970
O 0.2236 -0.0326 2.8503
N -1.2122 -4.5209 0.9005
N 0.9045 0.1091 5.0227
N 1.9656 1.3635 3.4478
N 3.8666 0.2116 -0.5041
C -4.0699 1.2349 2.2361
C -0.4909 -3.4234 0.6915
C 4.8652 1.1211 0.0219
C 3.2341 -0.6148 0.3100
C -0.5975 1.9004 -3.7318
C 0.2303 2.8692 -6.2233
C 1.0264 3.0867 -5.0936
C -0.9874 1.2399 -2.4769
C -1.1701 -5.5850 -0.0830
C -2.7111 2.7396 -0.4329
C -0.0735 -0.8199 5.5229
C -2.5619 1.4205 0.1775
C 3.4039 0.4163 -1.8746
C 0.6302 2.6067 -3.8431
C -2.9482 0.7926 1.2811
C 0.9727 0.4693 3.7043
C -2.0359 -4.7602 2.0808
C -1.3381 1.6040 -4.8906
C -0.9364 2.1130 -6.1210
H -4.7238 0.3953 2.5099
H -2.0465 -3.8741 2.7210
H -3.0081 2.6144 -1.4853
H -1.7179 3.2430 -0.4259
H 5.3610 0.6254 0.8623
H 0.0960 -3.4422 -0.2336
H 1.9279 1.8312 2.5286
H 0.2351 -1.1493 6.5171
H 4.4069 2.0548 0.3751
H -1.5543 1.9165 -6.9970
H 4.2629 0.7460 -2.4574
H 1.5485 0.5342 5.6660
H -2.4496 -0.1396 1.6127
H -0.6874 -6.4853 0.3292
H -0.1502 -1.6855 4.8635
H -3.0577 -5.0178 1.7580
H 2.3584 1.8435 4.2367
H 1.9575 3.6542 -5.1942
H 5.5799 1.3300 -0.7760
H -1.0598 -0.3514 5.6079
H -2.1842 -5.8611 -0.4086
H -3.6802 1.6512 3.1807
H -3.4430 3.3852 0.0804
H 2.6212 1.1818 -1.9283
H -0.5940 -5.2285 -0.9459
H -4.6876 2.0186 1.7605
H 1.2433 2.7631 -2.9613
H -2.2178 0.9717 -4.7778
H -1.6398 -5.6276 2.6341
H 3.0143 -0.5193 -2.2816
H 0.5285 3.2674 -7.1871
H 3.5866 -0.6813 1.3503
H -1.9972 0.8126 -2.3536
*
```



(3)
Here is a molecular structure, C19H33BrNO4S from the Open Molecules 2025 dataset. Energies are from wB97M-V/def2-TZVPD.

## Properties
HOMO-LUMO gap   8.845 eV

Structure (ORCA input):
```
! RIJCOSX wB97M-V def2-TZVPD def2/J DEFGRID3
* xyz 1 1
Br 6.9664 -0.0066 1.1212
S 7.3551 1.1361 3.8659
O 7.1880 -0.2222 2.9222
O 3.1826 -0.3010 4.4953
O 7.6346 2.2457 2.9971
O 5.8180 1.3516 4.2962
N -2.3878 0.7346 -3.0855
C 1.0809 -0.3436 3.3866
C 5.2992 0.3915 5.2406
C -3.8937 0.8474 -3.1371
C -1.8784 -0.4667 -3.8564
C -1.7556 -0.3355 -5.3701
C -0.7887 0.1119 1.9372
C -1.3396 0.9545 2.8912
C 0.4170 -0.5319 2.1870
C -1.7401 1.9850 -3.5730
C -3.0182 -0.1165 -6.2064
C -2.0815 0.5347 -1.5981
C -3.4067 0.1645 -0.9134
C 2.3662 -1.0813 3.6558
C -4.0547 -1.2292 -6.0636
C 4.7068 -2.0820 5.2955
C 4.5314 -0.7410 4.5696
C 0.5255 0.5080 4.3371
C -4.3845 -0.0966 -2.0610
C -0.6768 1.1506 4.0878
H 0.8406 -1.1919 1.4369
H 5.2174 -1.9644 6.2521
H -4.9680 -0.9800 -6.6017
H -2.7081 -0.0587 -7.2504
H 3.7479 -2.5539 5.5039
H 4.9276 -0.8254 3.5529
H -3.4678 0.8567 -5.9911
H -4.1394 1.8811 -2.8949
H 2.8753 -1.2785 2.7037
H -2.0518 2.8038 -2.9307
H 4.6256 0.9374 5.8985
H -1.2950 -1.2741 -5.6896
H -1.2819 -0.0788 0.9920
H -5.4183 0.1038 -1.7907
H -2.5082 -1.3073 -3.5701
H -3.7491 0.9991 -0.3031
H 1.0419 0.6674 5.2750
H 2.1299 -2.0499 4.1150
H -2.2796 1.4540 2.6930
H -2.0563 2.1816 -4.5930
H 5.2838 -2.7737 4.6826
H -0.6602 1.8659 -3.5261
H -4.3313 -1.4185 -5.0232
H -1.0208 0.4356 -5.6095
H -1.3243 -0.2366 -1.5005
H -1.6797 1.4687 -1.2164
H -3.6730 -2.1652 -6.4719
H -1.1066 1.8027 4.8374
H -3.2973 -0.6930 -0.2539
H -4.3308 -1.1325 -2.3981
H -4.2482 0.6178 -4.1344
H -0.8814 -0.6562 -3.4616
H 6.1215 0.0008 5.8463
*
```



(4)
Here is a molecular structure, C19H33Cl2CoN2O3S from the Open Molecules 2025 dataset. Energies are from wB97M-V/def2-TZVPD.

## Properties
Expectation value of S²   3.758
HOMO-LUMO gap (spin up / spin down)   6.850 / 6.846 eV
ΔE to the lowest compared entry with this formula, charge and spin   0.000 eV

Structure (ORCA input):
```
! RIJCOSX wB97M-V def2-TZVPD def2/J DEFGRID3
* xyz -1 4
Co -0.7486 0.3638 1.4843
Cl -0.1831 0.7444 3.5060
Cl -2.2391 -1.2776 1.1049
S -2.5574 2.1001 1.2786
O -2.0636 1.2094 -1.6342
O 0.2585 2.4632 0.5421
O 0.3942 -0.4953 -0.7631
N 1.1767 3.8360 -1.0373
N -2.1911 -0.9787 -2.3467
C 2.7986 -4.5101 -0.7712
C 1.9148 -1.4900 2.3211
C 1.5235 4.0866 -2.4271
C 2.7210 0.7381 1.4989
C -3.5820 -1.1691 -1.9973
C 0.5143 2.7282 -0.6473
C 2.7563 -3.1259 -0.5654
C -4.1692 1.5160 0.7508
C 1.5368 -2.4950 -0.3736
C 1.6008 -5.2393 -0.8302
C -1.5323 -2.0690 -3.0371
C 1.8899 -0.5373 1.3750
C 1.5235 -0.9776 -0.2230
C 0.3723 -4.5950 -0.6522
C 1.4343 4.9105 -0.0880
C -1.5797 0.2169 -2.1911
C 2.3917 -1.3262 3.7250
C -2.9706 2.4616 2.9874
C 0.3443 -3.2219 -0.3742
H 0.9685 4.9477 -2.8231
H 2.5956 4.3055 -2.5128
H 3.2008 -2.0196 4.0086
H -0.5901 -2.6959 -0.1702
H 3.7626 -5.0033 -0.8902
H 3.1872 0.9951 0.5325
H 1.6243 -6.3040 -1.0106
H 1.5653 -1.5130 4.4250
H 0.7375 5.7483 -0.2539
H -4.2119 0.4300 0.8552
H -0.4616 -1.8543 -3.1035
H 2.4548 5.2866 -0.2425
H -0.5724 -5.1311 -0.7053
H 2.3720 -0.5474 -0.8006
H 2.0420 1.5448 1.7889
H 1.5337 -2.4817 2.1071
H -1.6842 -3.0105 -2.4930
H -4.1650 -1.4201 -2.8987
H 3.6694 -2.5119 -0.5346
H 2.7682 -0.3065 3.9329
H 1.3167 4.5343 0.9329
H -3.6687 -2.0037 -1.2853
H -1.9427 -2.1879 -4.0533
H -0.5716 0.2323 -2.6341
H 3.5472 0.6888 2.2336
H -3.4104 3.4650 3.0070
H 0.2224 2.0622 -1.4753
H -2.0462 2.4201 3.5764
H -3.6810 1.7114 3.3523
H -4.9270 2.0088 1.3659
H -3.9713 -0.2551 -1.5364
H 1.2823 3.1955 -3.0134
H -4.2808 1.8028 -0.2969
*
```



What did the fourth record say?
Here is a molecular structure, C19H33Cl2CoN2O3S from the Open Molecules 2025 dataset. Energies are from wB97M-V/def2-TZVPD.

## Properties
Expectation value of S²   3.758
HOMO-LUMO gap (spin up / spin down)   6.850 / 6.846 eV
ΔE to the lowest compared entry with this formula, charge and spin   0.000 eV

Structure (ORCA input):
```
! RIJCOSX wB97M-V def2-TZVPD def2/J DEFGRID3
* xyz -1 4
Co -0.7486 0.3638 1.4843
Cl -0.1831 0.7444 3.5060
Cl -2.2391 -1.2776 1.1049
S -2.5574 2.1001 1.2786
O -2.0636 1.2094 -1.6342
O 0.2585 2.4632 0.5421
O 0.3942 -0.4953 -0.7631
N 1.1767 3.8360 -1.0373
N -2.1911 -0.9787 -2.3467
C 2.7986 -4.5101 -0.7712
C 1.9148 -1.4900 2.3211
C 1.5235 4.0866 -2.4271
C 2.7210 0.7381 1.4989
C -3.5820 -1.1691 -1.9973
C 0.5143 2.7282 -0.6473
C 2.7563 -3.1259 -0.5654
C -4.1692 1.5160 0.7508
C 1.5368 -2.4950 -0.3736
C 1.6008 -5.2393 -0.8302
C -1.5323 -2.0690 -3.0371
C 1.8899 -0.5373 1.3750
C 1.5235 -0.9776 -0.2230
C 0.3723 -4.5950 -0.6522
C 1.4343 4.9105 -0.0880
C -1.5797 0.2169 -2.1911
C 2.3917 -1.3262 3.7250
C -2.9706 2.4616 2.9874
C 0.3443 -3.2219 -0.3742
H 0.9685 4.9477 -2.8231
H 2.5956 4.3055 -2.5128
H 3.2008 -2.0196 4.0086
H -0.5901 -2.6959 -0.1702
H 3.7626 -5.0033 -0.8902
H 3.1872 0.9951 0.5325
H 1.6243 -6.3040 -1.0106
H 1.5653 -1.5130 4.4250
H 0.7375 5.7483 -0.2539
H -4.2119 0.4300 0.8552
H -0.4616 -1.8543 -3.1035
H 2.4548 5.2866 -0.2425
H -0.5724 -5.1311 -0.7053
H 2.3720 -0.5474 -0.8006
H 2.0420 1.5448 1.7889
H 1.5337 -2.4817 2.1071
H -1.6842 -3.0105 -2.4930
H -4.1650 -1.4201 -2.8987
H 3.6694 -2.5119 -0.5346
H 2.7682 -0.3065 3.9329
H 1.3167 4.5343 0.9329
H -3.6687 -2.0037 -1.2853
H -1.9427 -2.1879 -4.0533
H -0.5716 0.2323 -2.6341
H 3.5472 0.6888 2.2336
H -3.4104 3.4650 3.0070
H 0.2224 2.0622 -1.4753
H -2.0462 2.4201 3.5764
H -3.6810 1.7114 3.3523
H -4.9270 2.0088 1.3659
H -3.9713 -0.2551 -1.5364
H 1.2823 3.1955 -3.0134
H -4.2808 1.8028 -0.2969
*
```



Repeat the third record exactly.
Here is a molecular structure, C19H33BrNO4S from the Open Molecules 2025 dataset. Energies are from wB97M-V/def2-TZVPD.

## Properties
HOMO-LUMO gap   8.845 eV

Structure (ORCA input):
```
! RIJCOSX wB97M-V def2-TZVPD def2/J DEFGRID3
* xyz 1 1
Br 6.9664 -0.0066 1.1212
S 7.3551 1.1361 3.8659
O 7.1880 -0.2222 2.9222
O 3.1826 -0.3010 4.4953
O 7.6346 2.2457 2.9971
O 5.8180 1.3516 4.2962
N -2.3878 0.7346 -3.0855
C 1.0809 -0.3436 3.3866
C 5.2992 0.3915 5.2406
C -3.8937 0.8474 -3.1371
C -1.8784 -0.4667 -3.8564
C -1.7556 -0.3355 -5.3701
C -0.7887 0.1119 1.9372
C -1.3396 0.9545 2.8912
C 0.4170 -0.5319 2.1870
C -1.7401 1.9850 -3.5730
C -3.0182 -0.1165 -6.2064
C -2.0815 0.5347 -1.5981
C -3.4067 0.1645 -0.9134
C 2.3662 -1.0813 3.6558
C -4.0547 -1.2292 -6.0636
C 4.7068 -2.0820 5.2955
C 4.5314 -0.7410 4.5696
C 0.5255 0.5080 4.3371
C -4.3845 -0.0966 -2.0610
C -0.6768 1.1506 4.0878
H 0.8406 -1.1919 1.4369
H 5.2174 -1.9644 6.2521
H -4.9680 -0.9800 -6.6017
H -2.7081 -0.0587 -7.2504
H 3.7479 -2.5539 5.5039
H 4.9276 -0.8254 3.5529
H -3.4678 0.8567 -5.9911
H -4.1394 1.8811 -2.8949
H 2.8753 -1.2785 2.7037
H -2.0518 2.8038 -2.9307
H 4.6256 0.9374 5.8985
H -1.2950 -1.2741 -5.6896
H -1.2819 -0.0788 0.9920
H -5.4183 0.1038 -1.7907
H -2.5082 -1.3073 -3.5701
H -3.7491 0.9991 -0.3031
H 1.0419 0.6674 5.2750
H 2.1299 -2.0499 4.1150
H -2.2796 1.4540 2.6930
H -2.0563 2.1816 -4.5930
H 5.2838 -2.7737 4.6826
H -0.6602 1.8659 -3.5261
H -4.3313 -1.4185 -5.0232
H -1.0208 0.4356 -5.6095
H -1.3243 -0.2366 -1.5005
H -1.6797 1.4687 -1.2164
H -3.6730 -2.1652 -6.4719
H -1.1066 1.8027 4.8374
H -3.2973 -0.6930 -0.2539
H -4.3308 -1.1325 -2.3981
H -4.2482 0.6178 -4.1344
H -0.8814 -0.6562 -3.4616
H 6.1215 0.0008 5.8463
*
```